DFT (ωB97M-V with the def2-TZVPD basis set) results for a cluster of 8 separate species, C22H62F3N5O8 in total at a distorted geometry.

Last column: Löwdin charge in e.
CARTESIAN COORDINATES (ANGSTROEM)
N  -0.578  -6.169  -10.894  0.288
H  0.186  -5.852  -11.509  0.089
H  -0.746  -7.166  -11.108  0.077
H  -1.451  -5.664  -11.139  0.073
H  -0.251  -6.132  -9.926  0.094
C  0.263  -9.345  -9.799  -0.470
O  1.104  -8.318  -9.307  -0.080
O  -0.186  -8.940  -11.013  -0.214
C  0.839  -10.748  -9.632  -0.485
F  0.289  -11.631  -10.507  0.114
F  2.209  -10.782  -9.806  0.112
F  0.656  -11.303  -8.400  0.104
C  1.396  -8.325  -7.916  -0.255
C  2.372  -7.162  -7.668  -0.057
H  1.803  -6.228  -7.660  0.053
H  2.834  -7.276  -6.690  0.076
H  3.021  -7.041  -8.536  0.081
H  1.787  -9.289  -7.590  0.112
H  0.565  -8.070  -7.245  0.106
H  -0.606  -9.371  -9.111  0.092
C  1.136  -7.241  -14.466  -0.162
O  1.670  -7.555  -13.192  -0.126
H  0.076  -6.985  -14.345  0.052
H  1.635  -6.313  -14.748  0.072
H  1.194  -8.031  -15.215  0.071
H  1.053  -8.071  -12.654  0.038
C  1.692  -3.207  -11.748  -0.128
O  1.189  -4.414  -12.319  -0.141
H  2.618  -2.893  -12.226  0.083
H  0.927  -2.430  -11.839  0.079
H  1.836  -3.267  -10.671  0.071
H  1.055  -4.265  -13.259  0.084
C  -4.306  -10.363  -10.015  -0.038
C  -3.462  -9.871  -8.829  -0.363
C  -2.408  -10.865  -8.330  -0.217
O  -2.956  -11.837  -7.473  -0.183
C  -1.996  -12.550  -6.706  -0.095
N  -2.819  -8.630  -9.285  0.048
H  -4.983  -9.610  -10.410  0.066
H  -4.903  -11.234  -9.734  0.079
H  -3.648  -10.730  -10.808  0.044
H  -4.101  -9.693  -7.960  0.138
H  -1.668  -10.294  -7.749  0.110
H  -1.930  -11.387  -9.172  0.119
H  -1.519  -13.312  -7.332  0.088
H  -2.611  -13.062  -5.970  0.087
H  -1.227  -11.908  -6.274  0.085
H  -2.120  -8.382  -8.591  0.043
H  -2.296  -8.802  -10.143  0.053
C  -4.014  -6.022  -6.103  -0.073
C  -3.122  -5.441  -7.218  -0.409
C  -1.677  -5.960  -7.193  -0.215
O  -0.919  -5.452  -8.240  -0.244
C  -0.640  -4.057  -8.213  -0.060
N  -3.837  -5.822  -8.460  0.043
H  -4.991  -5.542  -6.106  0.073
H  -3.590  -5.805  -5.114  0.073
H  -4.226  -7.090  -6.171  0.072
H  -3.286  -4.364  -7.164  0.129
H  -1.760  -7.046  -7.143  0.110
H  -1.227  -5.750  -6.208  0.130
H  -1.519  -3.481  -8.508  0.090
H  0.089  -3.827  -8.991  0.073
H  -0.212  -3.865  -7.228  0.101
H  -3.440  -5.264  -9.213  0.030
H  -3.693  -6.791  -8.771  0.037
C  -0.703  -10.569  -14.370  -0.050
C  -2.087  -10.765  -13.716  -0.427
C  -2.177  -12.003  -12.814  -0.186
O  -3.484  -12.085  -12.286  -0.216
C  -3.643  -13.112  -11.346  -0.123
N  -2.434  -9.546  -12.998  0.062
H  -0.664  -9.747  -15.079  0.067
H  -0.628  -11.421  -15.059  0.076
H  0.029  -10.640  -13.566  0.081
H  -2.788  -10.830  -14.559  0.132
H  -1.450  -11.779  -12.021  0.111
H  -1.896  -12.948  -13.289  0.133
H  -3.650  -14.147  -11.707  0.091
H  -4.620  -13.001  -10.876  0.083
H  -2.860  -13.068  -10.581  0.088
H  -1.648  -9.379  -12.361  0.033
H  -3.237  -9.766  -12.410  0.045
C  -2.578  -5.890  -13.919  -0.065
C  -3.643  -5.462  -12.909  -0.411
C  -4.551  -6.620  -12.474  -0.238
O  -5.761  -6.076  -12.051  -0.185
C  -6.774  -7.088  -11.886  -0.063
N  -3.006  -4.751  -11.796  0.030
H  -2.106  -4.990  -14.322  0.076
H  -2.988  -6.397  -14.795  0.086
H  -1.890  -6.628  -13.503  0.047
H  -4.279  -4.755  -13.457  0.138
H  -4.034  -7.283  -11.763  0.113
H  -4.610  -7.308  -13.331  0.120
H  -7.002  -7.380  -12.914  0.090
H  -7.674  -6.628  -11.489  0.086
H  -6.401  -7.887  -11.249  0.073
H  -3.704  -4.343  -11.173  0.085
H  -2.689  -3.889  -12.248  0.090

Calculated values
HOMO, eV: -8.31
DFT total energy, eV: -55798.9317
Lowest unoccupied orbital energy, eV: 0.15
Kohn-Sham gap, eV: 8.5
Maximum force, eV/Å: 3.131

DFT (ωB97M-V with the def2-TZVPD basis set) results for a structure of composition C16H40AsF6Mg2NO11 at a distorted geometry.

Last column: Löwdin charge in e.
CARTESIAN COORDINATES (ANGSTROEM)
Mg  -9.436  8.490  27.888  0.579
Mg  -10.985  2.544  28.229  0.719
N  -11.070  5.738  28.286  -0.465
O  -10.663  4.542  28.196  -0.053
O  -12.224  5.988  28.586  0.090
O  -10.231  6.619  28.065  -0.015
As  -8.258  6.607  24.960  0.730
F  -7.038  7.654  24.389  -0.198
F  -8.120  5.560  23.664  -0.178
F  -9.557  5.652  25.613  -0.236
F  -8.455  7.720  26.394  -0.255
F  -9.450  7.581  24.208  -0.202
F  -7.134  5.762  25.948  -0.215
C  -11.828  8.600  25.919  -0.037
O  -10.679  9.179  26.517  -0.264
C  -10.211  10.313  25.795  -0.123
C  -8.789  10.732  26.218  -0.102
O  -8.470  10.200  27.521  -0.242
C  -7.181  10.596  27.925  -0.036
H  -11.825  8.752  24.839  0.106
H  -12.748  9.104  26.249  0.108
H  -11.874  7.544  26.156  0.090
H  -10.894  11.155  25.933  0.143
H  -10.179  10.081  24.730  0.136
H  -8.796  11.819  26.314  0.145
H  -8.039  10.411  25.497  0.139
H  -6.795  9.952  28.706  0.085
H  -7.185  11.635  28.265  0.116
H  -6.477  10.544  27.087  0.117
C  -12.070  -0.328  28.650  -0.022
O  -11.041  0.585  28.268  -0.251
C  -10.032  -0.088  27.480  -0.107
C  -8.815  0.804  27.429  -0.114
O  -9.251  2.186  27.428  -0.248
C  -8.113  3.085  27.258  -0.005
H  -12.487  -0.823  27.770  0.116
H  -12.822  0.225  29.195  0.097
H  -11.631  -1.116  29.265  0.116
H  -10.452  -0.314  26.499  0.152
H  -9.757  -1.008  27.997  0.148
H  -8.189  0.666  26.547  0.152
H  -8.172  0.637  28.298  0.145
H  -7.828  3.090  26.209  0.113
H  -7.305  2.767  27.913  0.111
H  -8.436  4.083  27.520  0.069
C  -12.000  3.561  25.504  -0.015
O  -12.140  2.758  26.670  -0.244
C  -13.495  2.437  26.992  -0.120
C  -13.808  2.946  28.402  -0.124
O  -12.656  2.716  29.229  -0.277
C  -12.916  2.957  30.622  -0.006
H  -11.021  4.044  25.528  0.080
H  -12.726  4.377  25.510  0.113
H  -12.087  2.979  24.589  0.115
H  -13.613  1.349  26.974  0.132
H  -14.233  2.825  26.294  0.149
H  -14.694  2.429  28.775  0.148
H  -14.013  4.020  28.395  0.137
H  -13.898  2.555  30.887  0.109
H  -12.917  4.023  30.834  0.107
H  -12.200  2.368  31.192  0.110
C  -11.939  9.732  29.276  -0.007
O  -10.571  9.303  29.321  -0.241
C  -10.167  8.987  30.645  -0.129
C  -8.670  8.636  30.668  -0.120
O  -8.309  8.072  29.407  -0.276
C  -7.088  7.302  29.463  0.002
H  -12.090  10.210  28.317  0.094
H  -12.088  10.509  30.032  0.111
H  -12.600  8.894  29.488  0.110
H  -10.725  8.102  30.981  0.143
H  -10.385  9.800  31.339  0.146
H  -8.509  7.893  31.453  0.142
H  -8.032  9.498  30.881  0.144
H  -6.838  7.020  28.446  0.100
H  -7.236  6.470  30.150  0.107
H  -6.288  7.922  29.879  0.108

Calculated values
HOMO, eV: -15.52
Charge: +2
DFT total energy, eV: -129277.5349
Lowest unoccupied orbital energy, eV: -4.87
Kohn-Sham gap, eV: 10.6
Maximum force, eV/Å: 1.309

DFT (ωB97M-V with the def2-TZVPD basis set) results for the ion C9H17BrN with charge +1 at a distorted geometry.

Last column: Löwdin charge in e.
CARTESIAN COORDINATES (ANGSTROEM)
C  -0.096  1.465  2.445  0.052
N  0.466  0.506  1.416  -0.083
C  -0.545  -0.539  0.984  -0.055
C  -0.859  -0.473  -0.568  -0.537
C  -2.305  -1.097  -0.801  -0.003
C  0.086  -1.389  -1.290  -0.140
C  1.585  -1.020  -0.901  -0.153
C  1.866  0.488  -0.776  -0.151
C  0.836  1.234  0.171  -0.142
C  -0.698  1.014  -0.778  -0.477
Br  -0.579  1.574  -2.665  0.786
H  -0.894  2.159  2.242  0.113
H  -0.446  0.688  3.234  0.146
H  0.733  2.004  2.716  0.073
H  1.406  0.207  1.615  0.177
H  -1.473  -0.584  1.674  0.161
H  -0.185  -1.579  1.275  0.160
H  -3.029  -0.215  -0.815  0.114
H  -2.590  -1.901  -0.103  0.090
H  -2.114  -1.639  -1.775  0.098
H  -0.106  -1.139  -2.361  0.111
H  0.125  -2.399  -0.984  0.117
H  2.243  -1.289  -1.647  0.084
H  2.077  -1.518  -0.019  0.129
H  2.836  0.726  -0.237  0.143
H  1.883  0.794  -1.751  0.047
H  1.122  2.204  0.146  0.110
H  -1.344  1.716  -0.447  0.029

Calculated values
SMILES: C[N@H+]1C[C@]2(C)CCC[C@H]1[C@H]2Br
HOMO, eV: -13.47
Charge: +1
DFT total energy, eV: -81131.9667
Lowest unoccupied orbital energy, eV: -2.98
Kohn-Sham gap, eV: 10.5
Maximum force, eV/Å: 8.214

DFT (ωB97M-V with the def2-TZVPD basis set) results for a cluster of 2 separate species, C2H5NO3S in total at a distorted geometry.

Last column: Löwdin charge in e.
CARTESIAN COORDINATES (ANGSTROEM)
C  0.880  -0.582  0.940  -0.450
C  -0.405  1.531  0.601  -0.052
N  0.424  0.405  0.220  -0.057
O  0.307  -0.807  -2.345  -0.439
O  -1.502  -1.963  -1.172  -0.406
O  1.556  -1.484  0.566  0.026
S  -0.336  -2.058  -1.966  0.916
H  0.425  0.226  -0.767  0.061
H  0.548  -0.299  1.936  0.126
H  -1.451  1.273  0.035  0.143
H  -0.459  1.271  1.631  0.055
H  0.015  2.487  0.322  0.077

Calculated values
HOMO, eV: -9.79
DFT total energy, eV: -20621.7327
Lowest unoccupied orbital energy, eV: -1.24
Kohn-Sham gap, eV: 8.5
Maximum force, eV/Å: 4.110

DFT (ωB97M-V with the def2-TZVPD basis set) results for an isolated molecule of C2H3IN2S at a distorted geometry.

Last column: Löwdin charge in e.
CARTESIAN COORDINATES (ANGSTROEM)
C  -1.378  0.524  -0.946  -0.569
C  0.761  -0.640  -0.069  -0.862
N  -1.117  1.190  0.075  -0.012
N  3.062  -1.089  2.218  -0.719
S  -0.512  -1.009  -1.089  0.808
I  1.923  -2.070  1.128  1.209
H  -1.966  0.518  -1.868  0.063
H  0.692  0.367  0.255  -0.045
H  -1.466  2.209  0.296  0.128

Calculated values
HOMO (spin up / spin down), eV: -8.76 / -7.57
DFT total energy, eV: -24030.7944
Lowest unoccupied orbital energy (spin up / spin down), eV: -0.53 / 0.07
Kohn-Sham gap (spin up / spin down), eV: 8.2 / 7.6
Maximum force, eV/Å: 3.845